Below is a molecular structure, C29H45N7RuS4 at a distorted geometry, with properties calculated with ωB97M-V/def2-TZVPD.

Geometry as XYZ:
```
86
C29H45N7RuS4 | the Open Molecules 2025 dataset | ωB97M-V/def2-TZVPD
Ru 0.00 -0.37 0.02
C -0.19 -2.34 -0.82
C -1.50 -1.93 -0.34
C -1.88 -0.78 -1.17
C -0.81 -0.57 -2.07
C 0.23 -1.53 -1.90
C 1.31 -1.84 -2.91
C 2.59 -2.38 -2.27
C 0.70 -2.94 -3.80
C 1.64 -0.63 -3.78
C -3.13 0.12 -1.24
C -4.41 -0.69 -1.49
C -3.33 0.99 0.02
C -3.00 1.09 -2.42
C -2.32 -2.86 0.55
C -1.46 -3.95 1.21
C -3.29 -3.63 -0.37
C -3.07 -2.12 1.65
H 0.35 -3.19 -0.44
H -0.77 0.21 -2.81
H 2.40 -3.09 -1.47
H 3.22 -1.56 -1.89
H 3.19 -2.89 -3.03
H 0.53 -3.86 -3.22
H 1.39 -3.17 -4.62
H -0.25 -2.62 -4.22
H 1.95 0.23 -3.18
H 0.79 -0.33 -4.39
H 2.45 -0.89 -4.47
H -4.73 -1.25 -0.61
H -4.29 -1.39 -2.32
H -5.22 0.00 -1.74
H -3.25 0.42 0.94
H -4.32 1.44 -0.03
H -2.59 1.78 0.03
H -2.94 0.57 -3.37
H -2.14 1.75 -2.31
H -3.89 1.72 -2.45
H -0.99 -4.60 0.46
H -2.12 -4.58 1.80
H -0.70 -3.55 1.87
H -2.73 -4.18 -1.13
H -4.01 -3.00 -0.88
H -3.84 -4.36 0.22
H -2.38 -1.54 2.26
H -3.57 -2.84 2.30
H -3.84 -1.45 1.26
N 2.50 -0.05 0.13
N 3.17 0.91 -0.62
C 2.48 1.92 -1.19
N 3.21 2.85 -1.81
S 0.81 2.00 -1.16
H 2.67 0.04 1.12
H 2.77 -0.99 -0.16
H 4.18 0.95 -0.56
H 4.22 2.84 -1.81
H 2.74 3.62 -2.25
S 1.88 2.39 6.08
C 1.24 1.22 5.12
S 2.14 0.53 3.79
C 0.77 -0.45 3.34
N -0.23 -0.31 4.13
N 0.02 0.61 5.12
C -1.07 0.86 6.00
C -2.37 0.69 5.52
C -3.45 0.90 6.35
C -3.25 1.28 7.67
C -1.96 1.44 8.15
C -0.87 1.22 7.33
S 0.83 -1.54 1.98
H -2.51 0.36 4.50
H -4.45 0.75 5.97
H -4.10 1.45 8.32
H -1.80 1.72 9.18
H 0.13 1.33 7.72
C -0.26 3.57 3.76
N -1.25 2.89 2.91
C -2.66 3.23 3.07
C -0.88 1.95 2.09
N -0.57 1.11 1.36
H -0.43 3.31 4.81
H -0.36 4.65 3.63
H 0.74 3.26 3.47
H -2.96 3.05 4.11
H -3.26 2.61 2.41
H -2.82 4.28 2.83
```

charge: +1
multiplicity: 2
E_HOMO (spin up / spin down): -10.08 / -10.16 eV
ΔE to the lowest compared entry with this formula, charge and spin: 25.80 kJ/mol

Atomic partial charges in e from the Mulliken method, atoms 1 to 2:
1. Ru 0.272
2. C -0.452